Entry 1:
A molecular structure, C40H68BiN3O5S. Source: the OMol25 dataset; level of theory: ωB97M-V/def2-TZVPD.

Geometry (Å):
Bi  0.1083  -0.6414  1.4014
S  -0.3819  -3.8913  0.4781
O  -2.0327  -1.0688  0.8769
O  -0.8100  1.5617  1.0759
O  2.2253  -0.7738  1.0214
O  0.1506  -2.6123  -0.1460
O  0.8035  3.8557  0.4353
N  0.1287  0.4440  -0.6552
N  0.3654  1.4018  3.0968
N  1.1514  2.5074  0.1926
C  -4.0829  -3.4218  -1.3956
C  -2.8700  -0.2641  0.2258
C  5.2751  2.6578  -3.5062
C  4.8956  1.3347  -1.3794
C  -6.7151  1.9150  -2.2922
C  3.5870  1.1041  -1.7724
C  -4.4848  1.5732  -1.2066
C  3.1165  -0.1215  0.2701
C  5.2838  0.7906  -0.1603
C  -2.4194  0.3458  -0.9562
C  4.1678  -1.3635  2.8394
C  0.3629  -5.1451  -1.9405
C  4.4522  0.0559  0.6799
C  -0.4600  2.2818  2.2825
C  -2.1141  -4.1158  -0.0111
C  7.1016  1.2684  -2.5595
C  -6.2751  -0.6423  1.9411
C  -5.3885  2.5842  -1.9089
C  1.3266  0.1241  -1.4921
C  -4.4279  0.5894  3.0934
C  -4.9157  0.9501  -0.0384
C  -1.0521  0.0320  -1.4901
C  0.4561  -5.2080  -0.4230
C  5.5296  0.7050  2.8414
C  -0.0459  1.8426  -0.1411
C  5.0786  -0.4826  1.9767
C  -3.2151  1.2465  -1.6514
C  1.7185  1.9126  3.3251
C  5.8924  2.1447  -2.2052
C  -4.1696  0.0322  0.6940
C  -5.6677  3.7598  -0.9622
C  -4.7473  3.1377  -3.1817
C  -0.2676  0.9484  4.3285
C  6.3034  -1.3414  1.6191
C  1.4290  -6.0191  -2.5923
C  -4.2091  -1.8216  2.5085
C  -2.5608  -3.4509  -1.3038
C  6.3628  3.3558  -1.3883
C  -4.7503  -0.4676  2.0287
C  2.7098  0.3905  -0.9674
H  4.7514  -1.7196  3.6923
H  -6.5428  1.0774  -2.9707
H  -4.5041  -2.8517  -0.5658
H  6.8577  3.0482  -0.4664
H  6.7916  0.4035  -3.1490
H  -6.6474  -1.0387  2.8874
H  -5.8952  1.2181  0.3337
H  -3.3478  0.7356  3.1669
H  -4.5372  2.3452  -3.9025
H  -7.2411  1.5337  -1.4162
H  -4.8027  0.2811  4.0731
H  0.4837  -4.1079  -2.2592
H  2.1378  2.2202  2.3684
H  -4.8759  1.5510  2.8371
H  6.0203  3.2297  -4.0619
H  1.8059  2.4748  -0.5816
H  6.0055  -2.1913  1.0021
H  5.5170  3.9900  -1.1183
H  1.3379  -7.0592  -2.2743
H  1.2073  0.6475  -2.4460
H  6.2650  1.3258  2.3295
H  -5.4292  3.8464  -3.6546
H  -4.4009  -2.9375  -2.3185
H  -6.3141  4.4941  -1.4483
H  -6.5371  -1.3484  1.1501
H  2.4292  -5.6730  -2.3282
H  4.6793  1.3400  3.0941
H  0.3499  0.1754  4.7900
H  3.3085  -0.8155  3.2183
H  5.9794  0.3450  3.7698
H  -2.1390  -3.9557  -2.1725
H  -0.9158  -1.0368  -1.6480
H  -4.7730  -2.1279  3.3931
H  -0.6267  -5.4734  -2.2609
H  -1.4131  2.4774  2.7762
H  3.7968  -2.2260  2.2884
H  -0.7038  2.4289  -0.7943
H  -2.2788  -5.1971  -0.0035
H  -4.7371  4.2536  -0.6781
H  -7.3710  2.6320  -2.7912
H  0.0676  -6.1434  -0.0131
H  -2.1889  -2.4303  -1.3024
H  -6.8085  0.2878  1.7545
H  -3.8173  3.6663  -2.9664
H  4.9418  1.8372  -4.1445
H  -2.8096  1.7018  -2.5465
H  -6.1639  3.4276  -0.0495
H  -0.3956  1.7611  5.0535
H  7.0600  -0.7799  1.0722
H  7.8268  1.8403  -3.1428
H  -2.6643  -3.6810  0.8233
H  1.7070  2.7689  4.0090
H  7.6057  0.9009  -1.6650
H  -3.1552  -1.7832  2.7629
H  1.3409  -5.9931  -3.6778
H  7.0718  3.9514  -1.9677
H  -0.9377  0.5314  -2.4571
H  2.3286  1.1226  3.7628
H  3.2165  1.4932  -2.7128
H  -1.2511  0.5247  4.1129
H  -4.5084  -4.4272  -1.3753
H  0.0579  3.2075  1.9697
H  -4.3461  -2.5894  1.7447
H  6.7668  -1.7260  2.5305
H  1.2207  -0.9461  -1.6907
H  4.4260  3.3161  -3.3151
H  1.4939  -5.1094  -0.0963
H  6.3050  0.9541  0.1612

## Properties
Gap between HOMO and LUMO in eV: 6.17
ΔE to the lowest compared entry with this formula, charge and spin in kcal/mol: 0.0
Highest occupied orbital energy in eV: -6.115
LUMO energy in eV: 0.06

---

Entry 2:
A molecular structure, C16H13AsIO7RhS. Source: the OMol25 dataset; level of theory: ωB97M-V/def2-TZVPD.

Geometry (Å):
I  -0.0646  1.6182  -1.8576
Rh  -0.6968  -0.5251  -0.0210
As  2.0666  -1.5299  1.5579
S  0.6294  -2.9247  -1.2625
O  3.2610  -0.4243  2.2339
O  -2.3308  -2.2723  0.1823
O  0.2499  -3.0666  0.1504
O  0.4313  -4.0643  -2.1030
O  -0.0540  -1.6965  -1.7937
O  0.8211  -0.3752  1.1637
O  1.7116  -2.6481  2.6678
C  -1.3386  2.8468  -0.7534
C  -3.0817  3.1155  0.8832
C  -4.0180  1.2394  2.0813
C  -2.2387  0.8418  0.4732
C  3.0779  -2.8127  -2.3770
C  4.4295  -2.5063  -2.4291
C  5.0449  -1.9270  -1.3327
C  -2.2038  2.2406  0.1882
C  -3.1458  0.3687  1.3887
C  2.9604  -1.9484  -0.1171
C  2.3533  -2.5318  -1.2297
C  4.3173  -1.6508  -0.1831
C  -3.9834  2.5774  1.8353
C  -1.3121  4.1900  -0.9944
C  -3.0488  4.5070  0.6300
C  -2.1852  5.0367  -0.2827
H  -4.6455  3.2545  2.3611
H  -4.7094  0.8335  2.8083
H  -2.6976  -2.4101  -0.7002
H  4.7990  -1.1978  0.6708
H  -3.1980  -0.6910  1.5994
H  2.5795  -3.2846  -3.2128
H  3.3025  -0.6443  3.1748
H  4.9987  -2.7281  -3.3219
H  -2.1629  6.1017  -0.4693
H  -0.6308  4.6075  -1.7229
H  -1.6609  -2.9752  0.2980
H  -3.7268  5.1473  1.1809
H  6.1004  -1.6913  -1.3652

## Properties
Gap between HOMO and LUMO (spin up / spin down) in eV: 8.55 / 6.45
Spin multiplicity: 5
ΔE to the lowest compared entry with this formula, charge and spin in kcal/mol: 5.1
Highest occupied orbital energy (spin up / spin down) in eV: -8.569 / -8.817
LUMO energy (spin up / spin down) in eV: -0.01 / -2.37

---

Entry 3:
5 unconnected molecules or ions with the total composition C29H31F2NO2S at a distorted geometry. Source: the OMol25 dataset; level of theory: ωB97M-V/def2-TZVPD.

Geometry (Å):
S  2.6031  2.9766  4.9635
F  4.2973  3.0257  4.7007
F  0.3608  3.5695  0.7413
O  2.2378  4.1837  5.8259
O  2.3689  1.6561  5.6941
N  1.8866  2.9733  3.3871
C  1.8819  -1.5263  -3.8540
C  -3.5426  -3.4450  -0.1847
C  2.1625  -3.3214  -9.8815
C  -3.9302  -3.9131  1.0686
C  0.9860  -3.7654  -3.8713
C  -3.6421  -3.1687  2.2092
C  0.6948  -5.3419  -8.6483
C  -3.1920  3.8906  7.0491
C  1.3023  -1.3048  -2.6077
C  -2.9628  -1.9585  2.0984
C  -2.5799  -1.4875  0.8442
C  -0.9054  5.3045  7.7738
C  1.2667  -5.5604  -9.8987
C  -2.8715  -2.2303  -0.2966
C  -0.8064  4.2174  6.9096
C  1.7212  -2.7562  -4.4875
C  0.4141  -3.5470  -2.6209
C  1.5828  -3.0998  -8.6352
C  -3.2914  4.9800  7.9104
C  1.1685  4.2553  3.0667
C  -2.1479  5.6891  8.2705
C  0.5703  -2.3154  -1.9900
C  0.9736  1.7885  3.2432
C  2.7890  3.9845  0.9197
C  -1.9506  3.5115  6.5451
C  1.3077  4.4524  1.4395
C  2.0018  -4.5512  -10.5149
C  0.8509  -4.1102  -8.0174
C  0.3747  0.6706  2.8519
H  -4.4568  -4.8583  1.1557
H  2.1690  -2.9275  -5.4615
H  0.4019  -3.9382  -7.0440
H  0.8595  -4.7238  -4.3662
H  0.1616  3.9187  6.5189
H  -3.7649  -4.0264  -1.0737
H  0.1212  -2.1435  -1.0167
H  -0.0131  5.8530  8.0599
H  -0.1543  -4.3357  -2.1383
H  -1.8741  2.6655  5.8694
H  1.0716  5.5269  1.1054
H  0.1265  -6.1306  -8.1658
H  2.4581  -0.7407  -4.3324
H  -4.2595  5.2768  8.3014
H  2.7386  -2.5357  -10.3599
H  0.1414  -0.4085  2.4863
H  3.1054  4.5593  -0.0411
H  1.6657  5.2000  3.5204
H  1.7023  -2.1386  -8.1443
H  3.6115  4.1522  1.7315
H  -2.2256  6.5408  8.9389
H  2.7868  2.8306  0.7371
H  1.1401  -6.5187  -10.3934
H  -4.0833  3.3368  6.7698
H  -2.0544  -0.5412  0.7569
H  -3.9466  -3.5325  3.1858
H  2.4495  -4.7225  -11.4887
H  -2.7324  -1.3815  2.9886
H  0.0262  4.2232  3.2871
H  1.4217  -0.3437  -2.1168
H  -2.5745  -1.8623  -1.2741

## Properties
Gap between HOMO and LUMO in eV: 8.48
Highest occupied orbital energy in eV: -9.261
LUMO energy in eV: -0.78
SMILES: C#CN(C[C@@H](C)F)S(=O)(=O)F.c1ccccc1.c1ccccc1.c1ccccc1.c1ccccc1

---

Entry 4:
C4H5NO2 in the gas phase. Source: the OMol25 dataset; level of theory: ωB97M-V/def2-TZVPD.

Geometry (Å):
O  0.4388  -0.7353  -1.1376
O  -2.1730  0.1558  0.9827
N  1.3425  -0.1313  0.8536
C  -0.3836  0.3272  -0.6311
C  1.2515  -0.9935  -0.0696
C  -1.5143  -0.3757  0.1280
C  0.5227  1.0055  0.3937
H  -0.0633  1.4543  1.1999
H  -1.6121  -1.4528  -0.1274
H  1.1923  1.7617  -0.0335
H  1.7410  -1.9599  -0.1002
H  -0.7426  0.9441  -1.4586

## Properties
Gap between HOMO and LUMO in eV: 10.72
ΔE to the lowest compared entry with this formula, charge and spin in kcal/mol: 31.3
Highest occupied orbital energy in eV: -9.988
LUMO energy in eV: 0.73
SMILES: O=C[C@H]1CN=CO1

---

We obtain E values of -2718.12814, -4186.30019, -1926.55822, -360.61951 a.u. for the records listed above, in that order.